1.
ORCA calculation (ωB97M-V with the def2-TZVPD basis set) on the molecule C9H11N2P.

Geometry as XYZ:
```
23
Properties=species:S:1:pos:R:3:lowdin_charge:R:1
C 1.540 1.153 1.350 -0.201
P 1.489 0.207 -0.261 0.839
C 1.344 1.643 -1.446 -0.159
N 2.830 -0.584 -0.535 -0.151
C 3.149 -1.757 -0.169 -0.557
N 3.637 -2.721 0.254 0.075
C -0.188 -0.745 -0.152 -0.256
C -1.358 -0.009 -0.270 -0.104
C -2.584 -0.657 -0.343 -0.055
C -2.680 -2.075 -0.300 -0.066
C -1.513 -2.759 -0.182 -0.088
C -0.278 -2.107 -0.104 -0.076
H 2.664 1.450 1.485 0.083
H 0.949 2.051 1.288 0.020
H 1.257 0.502 2.274 0.082
H 2.094 2.395 -1.143 0.062
H 1.616 1.280 -2.437 0.051
H 0.295 1.912 -1.342 0.026
H -1.446 1.031 -0.343 0.080
H -3.451 -0.095 -0.476 0.082
H -3.572 -2.676 -0.344 0.104
H -1.584 -3.837 -0.324 0.114
H 0.585 -2.739 -0.039 0.094
```

Results
Energy ... -800.38155 Eh
Net charge ... 0
Kohn-Sham gap ... 9.13 eV
SMILES string ... CP(C)(=NC#N)c1ccccc1

***

2.
ORCA calculation (ωB97M-V with the def2-TZVPD basis set) on the molecule C9H11N3.

Geometry as XYZ:
```
23
Properties=species:S:1:pos:R:3:lowdin_charge:R:1
C 3.651 1.035 0.034 0.006
C 4.147 -0.261 -0.034 -0.204
C 2.296 0.771 -0.047 -0.111
C -0.121 -1.523 -0.287 -0.040
C 0.859 -0.868 -0.291 -0.022
C -1.642 1.186 -0.706 -0.285
C -1.422 -1.876 0.034 -0.200
C -2.868 0.407 -0.257 -0.128
C -2.232 -0.671 0.710 -0.147
N 3.305 -1.249 -0.072 0.159
N -1.043 2.177 -0.233 0.104
N 2.171 -0.536 -0.244 -0.152
H 4.016 1.973 -0.005 0.076
H 5.144 -0.506 0.345 0.107
H 1.410 1.512 0.026 0.139
H -1.413 1.033 -1.642 0.052
H -2.022 -2.319 -0.803 0.126
H -1.498 -2.617 0.760 0.084
H -3.394 0.866 0.518 0.076
H -3.480 0.143 -1.158 0.128
H -2.957 -0.952 1.531 0.129
H -1.520 -0.081 1.098 0.039
H -1.387 2.356 0.724 0.063
```

Results
Energy ... -513.42610 Eh
Net charge ... 0
⟨S²⟩ ... 2.017
Kohn-Sham gap (spin up / spin down) ... 5.76 / 5.91 eV
Multiplicity ... 3

***

3.
ORCA calculation (ωB97M-V with the def2-TZVPD basis set) on a cluster of 2 separate species, C9H11N5S2 in total.

Geometry as XYZ:
```
27
Properties=species:S:1:pos:R:3:lowdin_charge:R:1
N -2.276 -2.607 1.595 0.129
C -1.777 -1.360 1.595 -0.372
N -2.568 -0.282 1.595 0.077
C -1.989 0.942 1.596 -0.235
N -0.659 1.231 1.596 0.062
C 0.172 0.214 1.596 -0.368
C -0.350 -1.177 1.596 -0.219
N 0.701 -2.020 1.596 0.038
C 1.821 -1.213 1.596 -0.244
N 1.542 0.129 1.596 0.009
H -1.653 -3.400 1.595 0.091
H -3.274 -2.750 1.595 0.094
H -2.671 1.795 1.596 0.083
H 2.831 -1.617 1.596 0.081
C 5.128 4.948 1.596 -0.283
C 5.225 4.151 0.309 -0.445
S 4.057 2.787 0.074 1.033
C 3.490 2.368 1.595 -0.712
S 4.057 2.787 3.117 1.033
C 5.225 4.151 2.882 -0.445
H 5.959 5.662 1.596 0.127
H 4.200 5.522 1.596 0.125
H 4.988 4.815 -0.537 0.090
H 6.227 3.724 0.165 0.092
H 2.669 1.633 1.596 -0.021
H 6.227 3.724 3.026 0.092
H 4.988 4.815 3.729 0.090
```

Results
Energy ... -1419.64494 Eh
Net charge ... 0
Kohn-Sham gap ... 3.95 eV